A molecular structure, C55H46BF6GeIMoN2OP3, computed with the ωB97M-V functional and the def2-TZVPD basis.

- energy above the lowest of the compared OMol25 structures with the same formula, charge and spin (kcal per mole) = 20.19
- net charge = +1
- HOMO level (alpha / beta) (Eh) = -0.389 / -0.393
- HOMO-LUMO gap (alpha / beta) (hartree) = 0.2501 / 0.2467
- E (Ha) = -6399.35513
- 2S+1 = 3
- expectation value of S² = 2.04
- LUMO level (alpha / beta) (eV) = -3.781 / -3.990

XYZ file:
```
117
C55H46BF6GeIMoN2OP3, DFT the ωB97M-V functional and the def2-TZVPD basis
Mo -0.093 0.096 -0.544
F -3.660 3.846 -2.167
Ge -2.633 2.606 -1.437
C -1.288 2.783 -2.852
C -1.908 2.963 -4.091
C -1.186 3.430 -5.179
C 0.137 3.809 -5.019
C 0.766 3.631 -3.798
C 0.091 3.041 -2.732
P 1.006 2.617 -1.211
C 1.170 4.352 -0.540
C 2.416 4.948 -0.333
C 2.507 6.279 0.063
C 1.364 7.037 0.260
C 0.123 6.465 0.017
C 0.038 5.145 -0.390
C 2.768 2.248 -1.514
C 3.347 2.030 -2.758
C 4.710 1.768 -2.863
C 5.502 1.714 -1.728
C 4.929 1.926 -0.478
C 3.576 2.192 -0.375
C -2.528 3.414 0.337
C -3.247 4.612 0.465
C -3.364 5.239 1.694
C -2.773 4.682 2.823
C -2.081 3.492 2.712
C -1.948 2.849 1.473
P -1.134 1.213 1.494
C -2.408 0.241 2.374
C -3.731 0.681 2.270
C -4.754 0.016 2.932
C -4.472 -1.087 3.721
C -3.164 -1.547 3.814
C -2.143 -0.904 3.131
C 0.290 1.524 2.603
C 1.012 2.697 2.391
C 2.110 3.013 3.177
C 2.501 2.158 4.199
C 1.778 0.996 4.430
C 0.679 0.679 3.638
C -4.034 1.287 -1.173
C -5.279 1.894 -0.985
C -6.380 1.138 -0.606
C -6.248 -0.227 -0.415
C -5.023 -0.843 -0.618
C -3.907 -0.093 -0.994
P -2.356 -0.955 -1.403
C -2.485 -1.152 -3.209
C -1.756 -2.174 -3.823
C -1.850 -2.368 -5.190
C -2.657 -1.537 -5.961
C -3.379 -0.521 -5.356
C -3.299 -0.332 -3.980
C -2.671 -2.636 -0.788
C -2.430 -2.923 0.547
C -2.810 -4.141 1.087
C -3.426 -5.091 0.286
C -3.662 -4.812 -1.052
C -3.294 -3.587 -1.591
H -2.968 2.781 -4.201
H -1.676 3.546 -6.138
H 0.685 4.241 -5.848
H 1.794 3.946 -3.677
H 3.333 4.398 -0.485
H 3.486 6.719 0.209
H 1.441 8.070 0.577
H -0.784 7.047 0.127
H -0.925 4.754 -0.630
H 2.750 2.043 -3.655
H 5.145 1.602 -3.841
H 6.562 1.507 -1.813
H 5.537 1.882 0.418
H 3.142 2.348 0.606
H -3.704 5.055 -0.410
H -3.922 6.165 1.772
H -2.861 5.169 3.787
H -1.645 3.049 3.600
H -3.981 1.544 1.669
H -5.772 0.372 2.830
H -5.267 -1.595 4.252
H -2.934 -2.423 4.408
H -1.157 -1.337 3.153
H 0.700 3.398 1.631
H 2.650 3.935 2.992
H 3.350 2.406 4.824
H 2.062 0.329 5.235
H 0.129 -0.221 3.860
H -5.387 2.959 -1.139
H -7.339 1.622 -0.462
H -7.100 -0.823 -0.114
H -4.942 -1.912 -0.481
H -1.125 -2.823 -3.229
H -1.287 -3.168 -5.656
H -2.729 -1.690 -7.031
H -4.021 0.120 -5.949
H -3.887 0.450 -3.520
H -1.923 -2.205 1.161
H -2.608 -4.352 2.130
H -3.715 -6.050 0.700
H -4.134 -5.551 -1.688
H -3.515 -3.383 -2.631
F 1.231 -3.565 0.601
B 0.746 -3.549 -0.711
F -0.305 -4.411 -0.919
F 1.772 -3.754 -1.639
F 0.215 -2.151 -0.974
F -0.151 -0.923 1.110
N 2.779 -1.254 1.688
C 2.597 -0.903 0.414
N 3.232 -1.534 -0.561
O 1.892 0.137 0.145
H 3.099 -2.188 1.891
H 2.131 -0.845 2.341
H 3.547 -2.482 -0.426
H 2.942 -1.299 -1.500
I 0.838 -0.159 -3.091
```

***

2 unconnected molecules or ions with the total composition C6H12NO5P, computed with the ωB97M-V functional and the def2-TZVPD basis.

- energy above the lowest of the compared OMol25 structures with the same formula, charge and spin (kcal per mole) = 105.67
- net charge = 0
- HOMO level (alpha / beta) (Eh) = -0.293 / -0.286
- HOMO-LUMO gap (alpha / beta) (hartree) = 0.2923 / 0.2888
- E (Ha) = -1008.09205
- LUMO level (alpha / beta) (eV) = -0.011 / 0.069

XYZ file:
```
25
C6H12NO5P, DFT the ωB97M-V functional and the def2-TZVPD basis
C 0.916 -2.506 -0.493
C 2.402 0.965 -0.162
C 3.144 1.499 1.029
C -1.629 2.286 -0.842
C -2.608 -2.405 0.406
C 0.342 -0.148 -0.537
N 1.147 0.605 0.240
O 0.243 -3.376 -0.037
O 2.784 0.923 -1.295
O -1.345 0.033 1.547
O -2.051 0.926 -0.826
O -2.168 -1.387 -0.476
P -1.327 -0.153 0.101
H 1.907 -2.640 -0.959
H 4.060 1.945 0.689
H 2.430 2.099 1.570
H 3.541 0.656 1.733
H -2.380 2.921 -0.316
H -1.706 2.578 -1.938
H -0.641 2.517 -0.466
H -1.798 -3.059 0.567
H -3.343 -2.910 -0.185
H -3.155 -2.082 1.175
H 0.475 -0.114 -1.624
H 0.757 0.826 1.098
```

***

A molecular structure, C37H49CaN6SeSi, computed with the ωB97M-V functional and the def2-TZVPD basis.

- energy above the lowest of the compared OMol25 structures with the same formula, charge and spin (kcal per mole) = 0.00
- net charge = +1
- HOMO level (Eh) = -0.336
- HOMO-LUMO gap (hartree) = 0.2561
- E (Ha) = -5136.30563
- LUMO level (eV) = -2.177

XYZ file:
```
95
C37H49CaN6SeSi, DFT the ωB97M-V functional and the def2-TZVPD basis
Ca -0.489 -1.164 0.352
N 0.343 1.834 -2.668
C 1.360 2.892 -2.589
C 2.669 2.331 -2.041
C 2.682 1.951 -0.560
N 2.025 0.648 -0.294
C 2.073 3.060 0.301
C 0.759 3.629 -0.216
N -0.332 2.624 -0.053
C 0.851 4.028 -1.691
H 0.689 1.035 -3.187
H -0.491 2.154 -3.151
H -0.221 1.876 -0.769
H 1.575 3.320 -3.575
H 3.430 3.105 -2.176
H 2.998 1.484 -2.652
H 3.736 1.879 -0.270
H 2.081 0.448 0.706
H 2.588 -0.068 -0.747
H 2.776 3.896 0.322
H 1.965 2.726 1.337
H 0.470 4.483 0.396
H -1.265 3.009 -0.206
H -0.351 2.217 0.891
H 1.532 4.878 -1.762
H -0.120 4.384 -2.048
C -2.622 -3.518 4.291
C -1.455 -3.781 3.590
C -0.629 -2.730 3.209
C -0.924 -1.399 3.536
C -2.110 -1.164 4.241
C -2.947 -2.206 4.614
Si 0.264 -0.065 2.864
C -0.679 1.591 3.038
C -2.001 1.719 2.586
C -2.624 2.956 2.476
C -1.931 4.116 2.807
C -0.627 4.020 3.273
C -0.017 2.775 3.394
C 1.741 0.145 4.023
C 1.560 0.520 5.360
C 2.636 0.694 6.215
C 3.932 0.495 5.750
C 4.138 0.115 4.434
C 3.049 -0.058 3.586
H -3.274 -4.329 4.590
H -1.187 -4.803 3.346
H 0.291 -2.957 2.669
H -2.385 -0.150 4.503
H -3.855 -1.996 5.165
H -2.573 0.842 2.304
H -3.648 3.008 2.129
H -2.413 5.083 2.727
H -0.087 4.914 3.564
H 0.998 2.725 3.771
H 0.556 0.679 5.740
H 2.470 0.982 7.245
H 4.774 0.629 6.415
H 5.144 -0.052 4.068
H 3.231 -0.381 2.563
Se -2.372 0.254 -1.189
C -3.810 -0.094 0.032
C -3.822 -1.212 0.867
C -4.829 -1.412 1.799
C -5.872 -0.502 1.898
C -5.891 0.599 1.052
C -4.871 0.805 0.135
H -3.038 -1.964 0.788
H -4.798 -2.282 2.442
H -6.665 -0.654 2.617
H -6.706 1.309 1.107
H -4.895 1.674 -0.511
C 3.449 -5.032 -0.506
C 3.212 -3.829 -1.393
N 1.938 -3.226 -1.014
C 0.838 -3.991 -0.673
N -0.286 -3.345 -0.510
C -1.492 -4.128 -0.219
C -1.402 -5.531 -0.787
C -0.144 -6.180 -0.250
N 1.011 -5.315 -0.500
C 2.293 -5.993 -0.683
H 3.522 -4.714 0.536
H 4.382 -5.525 -0.775
H 3.207 -4.137 -2.445
H 3.993 -3.080 -1.266
H 1.673 -2.415 -1.550
H -2.349 -3.601 -0.645
H -1.652 -4.190 0.865
H -1.364 -5.489 -1.878
H -2.275 -6.120 -0.506
H 0.053 -7.131 -0.747
H -0.230 -6.379 0.823
H 2.325 -6.453 -1.677
H 2.340 -6.799 0.050
```

***

A molecular structure, C3H4FO3Yb, computed with the ωB97M-V functional and the def2-TZVPD basis.

- net charge = +1
- HOMO level (Eh) = -0.526
- HOMO-LUMO gap (hartree) = 0.3004
- E (Ha) = -1600.75073
- LUMO level (eV) = -6.136

XYZ file:
```
12
C3H4FO3Yb, DFT the ωB97M-V functional and the def2-TZVPD basis
F -4.240 0.890 -0.032
O -0.415 0.495 -1.258
C -0.640 -0.721 -1.584
C -2.792 0.597 -0.485
O 0.272 -1.569 -1.395
O -1.848 -1.123 -1.879
C -2.909 -0.154 -1.805
Yb 1.964 -0.024 -0.989
H -2.439 1.626 -0.627
H -2.481 -0.060 0.335
H -2.836 0.531 -2.657
H -3.839 -0.730 -1.852
```

***

C2H5N in the gas phase, computed with the ωB97M-V functional and the def2-TZVPD basis.

- energy above the lowest of the compared OMol25 structures with the same formula, charge and spin (kcal per mole) = 23.57
- net charge = 0
- HOMO level (Eh) = -0.355
- HOMO-LUMO gap (hartree) = 0.4014
- SMILES = C1CN1
- E (Ha) = -133.89586
- LUMO level (eV) = 1.250

XYZ file:
```
8
C2H5N, DFT the ωB97M-V functional and the def2-TZVPD basis
C -0.794 0.093 -0.280
C 0.262 0.028 0.795
N 0.581 0.006 -0.621
H -1.218 1.113 -0.438
H -1.442 -0.784 -0.256
H 0.403 -0.982 1.353
H 0.588 0.894 1.397
H 0.793 -1.005 -0.796
```

***

C25H23F3N4O7 in the gas phase, computed with the ωB97M-V functional and the def2-TZVPD basis.

- net charge = 0
- HOMO level (Eh) = -0.297
- HOMO-LUMO gap (hartree) = 0.3162
- SMILES = COc1ccc(C(=O)N[C@]2(C(F)(F)F)C(=O)Nc3c2c(=O)[nH]c(=O)n3CCc2ccc(OC)c(OC)c2)cc1
- E (Ha) = -2011.86830
- LUMO level (eV) = 0.518

XYZ file:
```
62
C25H23F3N4O7, DFT the ωB97M-V functional and the def2-TZVPD basis
C 6.639 -0.555 -1.227
O 5.702 -0.404 -2.269
C 4.415 -0.757 -2.051
C 3.546 -0.597 -3.137
C 2.217 -0.924 -3.018
C 1.718 -1.441 -1.820
C 0.278 -1.734 -1.719
O -0.583 -1.144 -2.356
N -0.085 -2.720 -0.857
C -1.483 -2.795 -0.517
C -1.810 -4.212 -0.033
F -1.112 -4.535 1.064
F -1.539 -5.148 -0.940
F -3.106 -4.326 0.288
C -2.402 -2.464 -1.738
O -2.535 -3.095 -2.742
N -3.228 -1.429 -1.318
C -2.911 -0.993 -0.061
C -1.906 -1.750 0.480
C -1.244 -1.343 1.679
O -0.177 -1.723 2.110
N -1.988 -0.359 2.340
C -3.088 0.327 1.900
O -3.667 1.132 2.581
N -3.510 0.023 0.594
C -4.356 1.004 -0.068
C -3.510 1.936 -0.965
C -2.180 2.176 -0.303
C -1.077 1.428 -0.681
C 0.087 1.477 0.063
C 0.197 2.281 1.190
O 1.314 2.279 1.991
C 2.244 1.235 1.829
C -0.885 3.119 1.526
O -0.947 4.022 2.540
C 0.163 4.280 3.369
C -2.057 3.032 0.779
C 2.579 -1.586 -0.736
C 3.914 -1.244 -0.845
H 6.718 -1.598 -0.907
H 6.388 0.073 -0.367
H 7.592 -0.232 -1.641
H 3.947 -0.208 -4.059
H 1.539 -0.794 -3.847
H 0.574 -3.125 -0.208
H -3.870 -0.980 -1.952
H -1.635 -0.059 3.243
H -5.139 0.495 -0.634
H -4.816 1.580 0.738
H -3.345 1.477 -1.941
H -4.057 2.868 -1.106
H -1.118 0.787 -1.547
H 0.917 0.861 -0.243
H 1.759 0.255 1.891
H 2.786 1.315 0.880
H 2.947 1.346 2.653
H 1.037 4.586 2.790
H -0.151 5.100 4.015
H 0.423 3.415 3.982
H -2.884 3.645 1.098
H 2.211 -1.926 0.222
H 4.552 -1.356 0.017
```

***

C19H24F2N4O in the gas phase, computed with the ωB97M-V functional and the def2-TZVPD basis.

- net charge = 0
- HOMO level (Eh) = -0.304
- HOMO-LUMO gap (hartree) = 0.3228
- SMILES = CCN(CC)CC(=O)N[C@@H]1CCCc2c1cnn2-c1cc(F)cc(F)c1
- E (Ha) = -1232.41611
- LUMO level (eV) = 0.518

XYZ file:
```
50
C19H24F2N4O, DFT the ωB97M-V functional and the def2-TZVPD basis
C -0.985 0.808 5.727
C -1.012 2.245 5.213
N -2.255 2.546 4.514
C -2.588 3.964 4.525
C -3.281 4.345 5.830
C -2.336 1.935 3.208
C -1.332 2.443 2.165
O -0.610 3.405 2.317
N -1.336 1.706 1.028
C -0.440 1.972 -0.086
C -1.213 2.372 -1.352
C -1.792 1.155 -2.073
C -0.672 0.258 -2.615
C 0.290 0.001 -1.512
C 0.389 0.765 -0.369
C 1.356 0.114 0.422
N 1.808 -0.957 -0.183
N 1.175 -1.030 -1.368
C 1.473 -2.091 -2.219
C 1.299 -2.008 -3.598
C 1.620 -3.106 -4.375
F 1.443 -3.018 -5.705
C 2.118 -4.281 -3.845
C 2.301 -4.320 -2.472
F 2.791 -5.442 -1.922
C 1.988 -3.256 -1.652
H -0.148 0.679 6.408
H -1.908 0.591 6.260
H -0.873 0.091 4.918
H -0.133 2.435 4.580
H -0.954 2.916 6.070
H -1.700 4.592 4.371
H -3.274 4.158 3.697
H -4.155 3.718 5.981
H -3.594 5.386 5.792
H -2.618 4.218 6.681
H -2.199 0.856 3.324
H -3.344 2.101 2.812
H -1.937 0.901 0.958
H 0.185 2.807 0.253
H -2.013 3.061 -1.074
H -0.534 2.898 -2.025
H -2.425 1.482 -2.899
H -2.414 0.580 -1.383
H -1.088 -0.677 -2.998
H -0.172 0.775 -3.440
H 1.724 0.394 1.389
H 0.952 -1.111 -4.079
H 2.362 -5.122 -4.471
H 2.147 -3.308 -0.588
```

***

C10H14N4O5 in the gas phase, computed with the ωB97M-V functional and the def2-TZVPD basis.

- energy above the lowest of the compared OMol25 structures with the same formula, charge and spin (kcal per mole) = 18.15
- net charge = 0
- HOMO level (Eh) = -0.324
- HOMO-LUMO gap (hartree) = 0.3496
- SMILES = N[C@@H](Cc1c[nH]cn1)C(=O)N[C@@H](CC(=O)O)C(=O)O
- E (Ha) = -984.75556
- LUMO level (eV) = 0.688

XYZ file:
```
33
C10H14N4O5, DFT the ωB97M-V functional and the def2-TZVPD basis
N 1.148 -0.598 -0.735
C 0.747 0.754 -0.453
C -0.084 1.356 -1.640
C 0.763 1.753 -2.832
C 0.949 3.050 -3.263
N 1.673 2.860 -4.421
C 2.020 1.574 -4.563
N 1.466 0.862 -3.559
C -0.075 0.800 0.842
O -0.112 1.786 1.525
N -0.601 -0.411 1.129
C -1.232 -0.660 2.401
C -2.210 -1.827 2.342
C -1.531 -3.170 2.178
O -1.407 -4.027 3.022
O -1.084 -3.351 0.929
C -0.161 -0.812 3.480
O 0.992 -1.101 3.307
O -0.777 -0.761 4.676
H 1.651 -0.704 -1.644
H 1.754 -0.898 0.009
H 1.602 1.436 -0.301
H -0.597 2.267 -1.258
H -0.845 0.613 -1.900
H 0.389 3.944 -3.061
H 1.922 3.633 -5.013
H 2.532 1.199 -5.439
H -0.477 -1.158 0.457
H -1.814 0.199 2.716
H -2.752 -1.817 3.287
H -2.981 -1.676 1.594
H -0.837 -4.291 0.877
H -0.031 -0.827 5.310
```

***

A molecular structure, C30H31ClEuN5O4PS2, computed with the ωB97M-V functional and the def2-TZVPD basis.

- net charge = +1
- HOMO level (alpha / beta) (Eh) = -0.383 / -0.383
- HOMO-LUMO gap (alpha / beta) (hartree) = 0.2676 / 0.2679
- E (Ha) = -4044.57490
- 2S+1 = 7
- expectation value of S² = 12.01
- LUMO level (alpha / beta) (eV) = -3.138 / -3.143

XYZ file:
```
75
C30H31ClEuN5O4PS2, DFT the ωB97M-V functional and the def2-TZVPD basis
Eu 1.380 -0.213 -0.253
C 1.239 -4.377 3.969
S 0.645 -2.679 4.062
C 1.380 -1.892 2.695
S 1.054 -0.209 2.570
N 2.097 -2.654 1.893
N 2.603 -1.967 0.827
C 3.433 -2.571 0.082
C 4.121 -1.792 -0.968
C 5.056 -2.384 -1.790
C 5.773 -1.586 -2.674
C 5.529 -0.228 -2.700
C 4.538 0.278 -1.874
N 3.837 -0.476 -1.028
H 0.502 -4.983 4.493
H 2.207 -4.470 4.457
H 1.321 -4.687 2.932
H 3.717 -3.603 0.265
H 5.229 -3.452 -1.723
H 6.514 -2.025 -3.330
H 6.073 0.435 -3.359
H 4.277 1.330 -1.905
Cl 2.522 2.350 0.282
C 1.375 3.688 0.275
C 1.923 4.958 0.336
C 1.069 6.046 0.323
C -0.305 5.855 0.245
C -0.822 4.571 0.188
C 0.013 3.452 0.208
P -0.674 1.752 0.169
C -1.993 1.937 -1.084
C -1.606 2.020 -2.426
C -2.561 2.130 -3.427
C -3.912 2.149 -3.101
C -4.303 2.075 -1.772
C -3.348 1.971 -0.765
C -1.556 1.639 1.758
C -1.327 2.538 2.794
C -1.909 2.335 4.041
C -2.721 1.235 4.262
C -2.952 0.328 3.233
C -2.365 0.524 1.995
H 2.997 5.089 0.391
H 1.482 7.047 0.371
H -0.972 6.707 0.229
H -1.893 4.423 0.130
H -0.556 2.007 -2.690
H -2.251 2.200 -4.462
H -4.658 2.226 -3.883
H -5.355 2.106 -1.513
H -3.664 1.922 0.269
H -0.685 3.397 2.645
H -1.718 3.039 4.842
H -3.168 1.078 5.236
H -3.578 -0.538 3.404
H -2.522 -0.204 1.207
O 1.463 0.761 -2.179
N 1.725 -0.379 -2.746
O 2.306 -0.461 -3.781
O 1.342 -1.412 -2.074
C -2.589 -4.383 -0.872
N -1.538 -3.491 -0.371
C -0.394 -4.117 0.289
C -1.554 -2.188 -0.631
C -2.715 -1.618 -1.400
O -0.650 -1.414 -0.247
H -2.552 -5.304 -0.298
H -2.442 -4.628 -1.926
H -3.575 -3.945 -0.743
H -0.754 -4.930 0.916
H 0.122 -3.403 0.917
H 0.303 -4.520 -0.447
H -3.616 -1.600 -0.780
H -2.934 -2.212 -2.287
H -2.477 -0.600 -1.693
```

***

C4H5N3O in the gas phase, computed with the ωB97M-V functional and the def2-TZVPD basis.

- energy above the lowest of the compared OMol25 structures with the same formula, charge and spin (kcal per mole) = 139.97
- net charge = 0
- HOMO level (alpha / beta) (Eh) = -0.338 / -0.323
- HOMO-LUMO gap (alpha / beta) (hartree) = 0.3128 / 0.3064
- E (Ha) = -394.74451
- LUMO level (alpha / beta) (eV) = -0.693 / -0.458

XYZ file:
```
13
C4H5N3O, DFT the ωB97M-V functional and the def2-TZVPD basis
N -1.163 -0.705 -0.999
C -1.097 -1.072 0.303
C -0.357 0.212 -0.058
N -1.017 1.436 0.280
C 1.960 -0.722 0.369
C 1.083 0.248 -0.233
N 1.373 -1.750 -0.048
O -1.607 -1.737 1.147
H -2.051 -0.362 -1.358
H -0.865 2.175 -0.397
H -0.784 1.766 1.207
H 3.017 -0.566 0.584
H 1.510 1.078 -0.796
```